# 1
Density functional theory data (ωB97M-V/def2-TZVPD) for a cluster of 5 separate species, C29H46N2O6 in total.

Kohn-Sham gap in eV: 7.74
Multiplicity: 1
SMILES: O=COCCCCc1cnc2ccccc2n1.C1CCOC1.C1CCOC1.C1CCOC1.C1CCOC1
Highest occupied orbital energy in eV: -8.6
E_LUMO in eV: -0.892

Last column: Mulliken charge in e.
Element x y z (Å)
O -4.72 4.85 -1.70  -0.461
O 8.13 -0.99 -0.33  -0.367
O -1.09 3.85 1.98  -0.440
O -3.47 -0.69 -0.52  -0.406
O 7.49 -2.39 1.41  -0.477
O -1.07 -5.77 1.09  -0.370
N 2.35 0.53 0.02  -0.457
N 3.43 -0.86 -2.64  -0.584
C -2.06 3.62 3.01  -0.561
C -0.92 2.63 1.23  0.067
C 1.67 -2.71 -2.31  -0.367
C 0.50 -3.41 -1.57  -0.657
C -4.60 -1.43 -1.00  -0.491
C -0.07 -2.70 -0.28  -0.448
C -4.69 5.87 -0.70  -0.524
C -3.68 -0.32 -2.86  -0.597
C -2.99 0.15 -1.59  0.047
C 6.40 0.81 0.18  -0.553
C -5.00 -0.82 -2.33  -0.565
C -0.50 -6.04 3.37  -0.547
C 1.81 -0.68 -0.55  0.663
C 3.44 1.01 -0.76  0.626
C -3.31 5.82 -0.06  0.101
C 0.41 -6.92 2.54  -0.530
C 0.58 -1.37 0.20  -0.489
C 4.22 2.35 -0.26  -0.699
C -1.61 1.54 2.02  -0.003
C 7.49 -2.17 0.18  0.244
C -2.73 2.29 2.70  -0.577
C -3.38 4.37 -1.91  0.400
C 7.04 -0.19 -0.93  -0.288
C 3.95 0.33 -2.06  -0.447
C -1.03 -5.06 2.34  -0.327
C 5.83 2.18 -0.44  -0.696
C -0.35 -7.00 1.23  -0.424
C 2.35 -1.36 -1.83  0.378
C -2.45 5.34 -1.21  -0.632
H -1.96 0.72 1.39  -0.004
H 7.29 1.10 0.87  0.385
H -5.49 5.70 0.03  0.292
H 7.02 -2.92 -0.55  0.368
H 6.10 2.33 -1.55  0.359
H 1.37 -6.42 2.39  0.267
H -3.18 4.30 -2.98  0.347
H -5.68 0.02 -2.16  0.258
H 4.83 0.83 -2.61  0.324
H 0.31 -7.14 0.38  0.250
H -3.31 3.37 -1.47  -0.488
H -3.56 2.44 2.00  0.204
H -5.41 -1.40 -0.26  0.263
H -3.12 1.80 3.59  0.400
H -0.93 1.13 2.77  0.241
H -4.86 6.83 -1.19  0.283
H -4.29 -2.48 -1.12  0.280
H -1.54 3.59 3.96  0.345
H 0.01 -5.54 4.20  0.328
H -1.90 0.07 -1.65  0.296
H 0.60 -7.90 2.99  0.337
H 4.05 2.44 0.86  0.299
H -3.77 0.48 -3.60  0.360
H 6.33 3.06 0.14  0.342
H 5.65 0.25 0.85  0.327
H 2.07 -3.22 -3.26  0.301
H -1.51 4.88 -0.89  0.297
H 3.86 3.29 -0.81  0.307
H -5.50 -1.53 -2.99  0.349
H -3.26 1.18 -1.35  -0.090
H -2.21 6.18 -1.88  0.299
H -1.08 -7.82 1.25  0.266
H 6.22 -0.95 -1.22  0.169
H -3.30 5.09 0.75  -0.353
H -0.93 -3.23 0.25  0.508
H -3.12 -1.14 -3.30  0.267
H 7.37 0.35 -1.89  0.257
H -0.35 -4.21 2.22  0.230
H -2.78 4.45 3.03  0.297
H 0.15 2.44 1.09  0.156
H -1.32 -6.63 3.78  0.265
H 0.12 -0.91 1.15  0.268
H 0.06 -4.39 -1.98  0.367
H -2.02 -4.69 2.58  0.286
H -1.38 2.77 0.25  -0.109
H -2.99 6.79 0.35  0.456

# 2
Density functional theory data (ωB97M-V/def2-TZVPD) for a structure of composition C57H46Cl2F5LaN4O3P2S2.

Kohn-Sham gap in eV: 5.09
Multiplicity: 1
Highest occupied orbital energy in eV: -1.8
Net charge: -2
Relative energy (zero: lowest compared OMol25 entry of this formula, charge and spin) in kcal/mol: 0.0
E_LUMO in eV: 3.255

Last column: Mulliken charge in e.
Element x y z (Å)
La 0.23 -1.10 1.77  1.029
Cl 1.01 1.54 1.02  -0.753
Cl -1.27 0.93 -3.38  -0.155
S 8.11 2.70 -5.00  -0.120
S -2.00 -1.20 0.12  -0.385
P -2.04 2.57 -0.62  0.877
P -2.58 1.00 3.09  0.851
F 0.32 -1.61 8.60  -0.379
F -1.20 -1.89 4.17  -0.445
F -1.41 -2.58 6.72  -0.387
F 2.81 0.44 5.19  -0.439
F 2.47 -0.15 7.68  -0.411
O 9.98 0.83 -5.03  -0.555
O 4.70 -4.64 5.90  -0.215
O 1.41 -3.48 2.44  -0.554
N 0.11 -3.08 0.11  -0.634
N 1.19 -2.12 -0.23  1.101
N -1.79 -3.52 -1.25  -0.706
N -0.94 -4.56 -1.72  0.294
C -5.85 3.85 -1.76  -0.702
C 4.78 -3.44 -2.07  -0.838
C -5.78 1.47 -1.76  -0.618
C -2.56 -5.32 -3.41  -0.544
C 0.34 2.83 5.36  -0.689
C 2.57 -3.98 -1.22  -0.379
C 2.29 -2.62 -0.90  -0.106
C -6.73 -0.76 3.94  -0.375
C 4.84 1.28 -3.01  -0.507
C -1.83 -7.08 -4.92  -0.477
C 1.69 -0.33 5.46  0.308
C -0.57 -7.13 -4.30  -0.473
C -5.18 0.99 4.26  0.048
C 1.39 0.89 -3.01  -0.791
C -2.06 1.63 5.88  -0.462
C 5.38 2.51 -5.46  0.009
C -1.10 4.05 -1.26  0.427
C 4.04 2.25 -5.10  -0.918
C -0.21 -1.45 5.04  0.923
C -0.45 2.45 4.34  -0.450
C -4.19 0.25 3.69  -0.001
C -0.02 4.55 -0.53  -0.319
C 0.11 0.40 -2.42  1.874
C 4.32 -3.58 6.09  0.207
C -5.76 -1.54 3.34  -0.693
C 3.79 -4.38 -1.84  -0.644
C -4.43 1.50 -1.49  -0.185
C 3.79 1.57 -3.86  0.601
C -6.51 2.63 -1.87  -0.416
C 3.28 -1.65 -1.38  -0.068
C -4.50 3.89 -1.47  -0.293
C 0.52 6.02 -2.32  -0.545
C -4.47 -1.05 3.25  -0.216
C -0.52 5.52 -3.08  -0.739
C 4.47 -2.12 -1.84  0.014
C 6.16 1.55 -3.41  -0.330
C -2.81 -6.20 -4.48  -0.409
C -6.45 0.50 4.45  -0.830
C 0.82 5.51 -1.07  -0.868
C 8.19 0.48 -6.60  -0.770
C -2.40 3.17 1.18  0.146
C -1.25 2.06 6.96  -0.464
C -1.71 1.85 4.57  0.669
C -1.33 4.54 -2.54  -0.539
C -3.38 2.25 1.91  -0.832
C 6.43 2.14 -4.64  -0.343
C -0.28 -6.28 -3.24  -0.453
C -1.13 -2.74 -0.43  -0.207
C 2.45 1.28 -3.47  -0.315
C 8.90 1.17 -5.46  0.595
C 0.56 -1.39 7.28  0.721
C -0.08 2.69 6.72  -0.644
C -0.37 -1.82 6.33  0.022
C -3.76 2.71 -1.31  0.092
C -1.27 -5.35 -2.80  0.563
C 0.80 -0.71 4.50  -0.828
C 1.57 -0.60 6.82  0.369
H 5.81 -3.66 -2.35  0.349
H 8.24 -0.64 -6.51  0.271
H -3.85 1.55 1.20  0.181
H -0.72 5.90 -4.06  0.436
H 1.24 -4.24 3.02  0.236
H 0.11 -0.69 -2.37  0.037
H 3.94 -5.46 -2.06  0.284
H -7.14 1.21 4.87  0.376
H 0.73 -6.20 -2.84  0.319
H -2.68 4.21 1.12  0.572
H 3.08 -0.54 -1.33  -0.191
H -7.74 -1.08 4.01  0.386
H 1.87 -4.72 -0.95  0.456
H 3.22 2.53 -5.71  0.536
H -0.06 0.82 -1.43  -1.063
H -7.56 2.51 -2.13  0.335
H 1.62 5.88 -0.47  0.479
H -1.40 3.12 1.67  -0.474
H 8.78 0.65 -7.48  0.299
H -3.95 4.81 -1.39  0.435
H -3.70 -1.66 2.66  0.040
H 0.03 -4.51 -1.40  0.144
H 1.18 -3.79 1.52  0.324
H -3.82 0.59 -1.33  0.184
H -0.09 2.50 3.31  -0.133
H 0.17 4.12 0.43  0.179
H -4.14 2.79 2.44  0.594
H -3.80 -6.21 -4.95  0.311
H 0.13 -7.91 -4.63  0.280
H 1.29 3.28 5.13  0.430
H -6.05 -2.48 2.92  0.474
H -2.98 1.04 6.10  0.294
H 1.18 6.74 -2.70  0.395
H 0.62 2.97 7.52  0.356
H -6.48 4.75 -1.87  0.319
H 5.55 3.11 -6.36  0.406
H 6.99 1.21 -2.76  0.373
H -2.04 -7.72 -5.77  0.324
H -2.18 4.24 -3.13  0.391
H -1.55 1.78 7.95  0.382
H -6.28 0.51 -1.99  0.378
H 7.18 0.87 -6.75  0.232
H 5.25 -1.38 -1.98  0.260
H 4.68 0.85 -2.02  0.683
H -5.01 1.99 4.58  0.372
H -3.31 -4.66 -3.02  0.426

# 3
Density functional theory data (ωB97M-V/def2-TZVPD) for the molecule C6H10O2.

Kohn-Sham gap in eV: 9.65
Multiplicity: 1
SMILES: COC#CC(C)(C)O
Highest occupied orbital energy in eV: -8.9
Relative energy (zero: lowest compared OMol25 entry of this formula, charge and spin) in kcal/mol: 91.2
E_LUMO in eV: 0.779

Last column: Mulliken charge in e.
Element x y z (Å)
O 2.99 -0.67 0.47  -0.470
O -1.56 -1.73 -1.05  -0.531
C -1.35 0.73 -0.72  -1.310
C -1.06 -0.65 -0.16  1.245
C 1.68 -0.80 0.37  0.724
C 3.79 -0.09 -0.56  -0.618
C 0.50 -0.75 -0.01  -0.805
C -1.51 -0.91 1.35  -1.521
H -1.41 -1.92 1.54  0.427
H -1.13 -1.51 -1.85  0.366
H 4.40 -0.93 -1.06  0.220
H -0.60 1.52 -0.49  0.304
H -2.32 1.22 -0.35  0.276
H 4.47 0.53 -0.06  0.238
H -2.52 -0.53 1.53  0.366
H -0.84 -0.43 2.07  0.368
H 3.17 0.41 -1.22  0.346
H -1.47 0.60 -1.77  0.377

# 4
Density functional theory data (ωB97M-V/def2-TZVPD) for the ion C3H10NS2 with charge +1.

Kohn-Sham gap in eV: 8.54
Multiplicity: 1
SMILES: CSSCC[NH3+]
Highest occupied orbital energy in eV: -12.3
Net charge: +1
Relative energy (zero: lowest compared OMol25 entry of this formula, charge and spin) in kcal/mol: 43.5
E_LUMO in eV: -3.735

Last column: Mulliken charge in e.
Element x y z (Å)
S -0.26 0.50 -0.91  -0.174
S -2.12 -0.07 -1.33  -0.011
N 1.14 1.80 1.77  -0.206
C 1.32 0.29 1.54  -0.511
C 0.71 -0.40 0.31  -0.532
C -2.25 -1.34 -2.53  -0.784
H -1.44 -2.01 -2.51  0.299
H 1.66 -0.84 -0.14  0.312
H 1.92 2.15 2.17  0.316
H -2.48 -0.87 -3.46  0.302
H 1.03 2.17 0.85  0.296
H 0.14 -1.35 0.35  0.370
H 2.47 0.11 1.44  0.325
H 0.98 -0.11 2.53  0.319
H 0.26 1.94 2.22  0.347
H -3.07 -1.98 -2.29  0.332

# 5
Density functional theory data (ωB97M-V/def2-TZVPD) for a structure of composition C14H25EuI2OP2.

Kohn-Sham gap (spin up / spin down) in eV: 6.88 / 6.41
Multiplicity: 7
<S²>: 12.05
Highest occupied orbital energy (spin up / spin down) in eV: -13.6 / -13.7
Net charge: +2
E_LUMO (spin up / spin down) in eV: -6.700 / -7.316

Last column: Mulliken charge in e.
Element x y z (Å)
Eu -0.08 -0.52 -1.38  0.977
I 0.18 -0.37 -6.22  0.003
I -0.43 2.11 -5.53  -0.004
P 2.45 0.27 -1.28  0.526
P -2.64 0.19 -1.29  0.500
O -0.16 3.46 -0.43  -0.168
C 0.01 0.65 1.53  -1.217
C 3.30 1.81 -0.87  -1.095
C 0.41 -1.69 5.06  -0.315
C -0.82 -1.74 4.34  -0.822
C -3.18 -0.42 -2.96  -1.043
C 1.51 -0.99 4.55  -0.781
C 1.40 -0.32 3.32  -0.396
C 0.14 -0.24 2.64  0.781
C -0.17 2.40 -0.87  0.215
C -3.56 1.69 -0.88  -1.110
C 3.00 -0.31 -2.95  -1.075
C 3.03 -1.05 -0.10  -1.082
C -0.92 -1.04 3.13  -0.091
C -3.20 -1.16 -0.12  -0.922
H -3.25 2.02 0.13  0.318
H -2.88 0.33 -3.72  0.291
H 4.10 -0.45 -2.94  0.384
H 0.90 1.21 1.25  0.490
H 2.97 2.58 -1.59  0.360
H -2.93 -0.88 0.92  0.130
H -0.99 1.13 1.38  0.491
H -2.64 -1.35 -3.22  0.369
H -1.66 -2.29 4.75  0.431
H -4.29 -1.32 -0.20  0.442
H 2.98 2.13 0.14  0.302
H -1.86 -1.06 2.57  0.188
H 2.50 -1.25 -3.23  0.360
H -4.27 -0.60 -2.95  0.381
H 2.75 -0.80 0.95  0.255
H 4.40 1.66 -0.91  0.418
H 4.12 -1.17 -0.19  0.420
H 2.22 0.27 2.93  0.473
H 2.68 0.42 -3.72  0.329
H -3.25 2.47 -1.60  0.361
H 2.45 -0.93 5.10  0.394
H -4.65 1.51 -0.92  0.411
H 0.50 -2.21 6.01  0.391
H -2.66 -2.10 -0.32  0.368
H 2.52 -2.02 -0.31  0.359

| no. | DFT total energy (Ha) |
| --- | --- |
| 1 | -1693.251636 |
| 2 | -5574.825868 |
| 3 | -384.957112 |
| 4 | -971.125285 |
| 5 | -2611.429551 |